[1]
C4H9N | wB97M-V/def2-TZVPD

```
14
Properties=species:S:1:pos:R:3:mulliken_charge:R:1
C -1.452 -2.053 0.342 -0.777
C -0.823 -0.960 -0.072 0.057
N 0.467 -0.558 0.344 -0.317
C 1.016 0.556 -0.442 -0.421
C 0.452 1.887 0.032 -1.053
H -2.505 -2.215 0.171 0.255
H -0.936 -2.805 0.927 0.236
H -1.296 -0.158 -0.626 0.185
H 1.135 -1.307 0.422 0.246
H 0.888 0.450 -1.525 0.284
H 2.097 0.516 -0.303 0.380
H 0.569 1.863 1.126 0.282
H -0.612 1.998 -0.163 0.282
H 0.998 2.787 -0.233 0.359
```

Results
SMILES: C=CNCC
LUMO level in Ha: 0.0441
Kohn-Sham gap in eV: 9.419
Spin multiplicity: 1

---

[2]
C4H9N | wB97M-V/def2-TZVPD

```
14
Properties=species:S:1:pos:R:3:mulliken_charge:R:1
C -2.762 -1.450 3.773 -0.258
N -1.961 -0.570 3.276 -0.478
H -2.237 -2.399 3.888 0.262
H -3.825 -1.260 3.865 0.233
H -2.590 0.240 3.211 0.244
C 2.492 1.139 -1.917 -0.943
C 1.319 0.451 -2.466 0.378
C 0.138 0.135 -1.821 -0.457
H 3.106 0.356 -1.433 0.341
H 2.321 1.919 -1.173 0.387
H 3.064 1.546 -2.750 0.332
H 1.537 -0.111 -3.373 0.329
H -0.612 -0.495 -2.282 0.308
H 0.010 0.499 -0.798 0.323
```

Results
Net charge: +1
LUMO level (spin up / spin down) in Ha: -0.2024 / -0.3447
Kohn-Sham gap (spin up / spin down) in eV: 7.358 / 3.485
Spin multiplicity: 2

---

The relative energy (zero: lowest compared OMol25 entry of this formula, charge and spin) results, record by record, are as follows: 70.3 372.9 kJ/mol.